This record from OMol25 describes C9H24B3F2NO10Tl as an isolated structure. The level of theory is ωB97M-V with the def2-TZVPD basis set.

Last column: Mulliken spin population.
Element x y z (Å)
Tl  -0.921126  -0.904109  -0.220469  -0.12
B  -2.420996  -3.514619  0.561601  -0.30
H  -1.773836  -4.323519  0.259761  -0.05
H  -2.654536  -2.979169  -0.345599  -0.08
H  -3.346076  -3.789259  1.044331  -0.12
H  -1.902976  -2.794099  1.175401  -0.08
B  1.247294  -0.283879  -2.652349  0.40
H  1.122804  0.381131  -1.811819  0.20
H  0.361444  -0.211059  -3.264089  0.11
H  2.157104  -0.030429  -3.174119  0.13
H  1.372554  -1.306079  -2.330389  0.07
B  -0.820616  2.114201  -0.912189  -0.05
H  -0.985686  1.384331  -1.689529  -0.01
H  -0.884496  3.146071  -1.221059  -0.08
H  -1.580226  1.990081  -0.155989  0.00
H  0.163574  2.044661  -0.475399  0.01
C  -4.274866  0.538271  -3.661719  0.08
C  -2.772886  0.374601  -3.493619  -0.04
O  -2.015366  1.113161  -4.180039  0.10
O  -2.434046  -0.550229  -2.724829  0.83
H  -4.391136  0.946591  -4.665649  0.02
H  -4.687476  1.322341  -3.026829  0.00
H  -4.814936  -0.408279  -3.683219  0.00
C  3.833004  2.307961  2.364591  0.00
C  2.700454  2.930841  3.063021  0.00
O  1.574574  2.203481  2.644761  0.00
C  1.947284  1.349191  1.652351  0.00
O  1.302714  0.399681  1.187781  -0.02
O  3.233804  1.458141  1.419671  0.00
F  2.487664  4.096011  2.609561  0.00
H  4.543434  1.752281  2.976661  0.00
H  4.464734  3.119971  2.004521  0.00
H  2.751064  3.062131  4.143901  0.00
C  4.760194  -2.542179  1.627251  0.00
C  4.005554  -3.739239  2.267251  0.00
O  2.688124  -3.486489  1.808081  0.00
C  2.681094  -2.595879  0.823511  0.00
O  1.668764  -2.207259  0.319771  0.01
O  3.806054  -2.041949  0.690661  0.00
F  4.014804  -3.749069  3.554871  0.00
H  5.662674  -2.961669  1.182681  0.00
H  5.188174  -1.684269  2.145841  0.00
H  4.385004  -4.680859  1.870421  0.00
C  -4.506896  2.361701  -0.298429  0.00
N  -4.528046  1.093231  0.455361  0.00
O  -5.503296  0.929461  1.141051  0.00
O  -3.571666  0.292801  0.332391  -0.01
H  -4.070246  2.167671  -1.278119  0.00
H  -3.798296  3.021881  0.201721  0.00
H  -5.464216  2.881711  -0.263329  0.00

Atomic forces in eV per Å
Tl -0.13 0.46 0.18
B 0.67 -0.59 -0.36
H 3.10 -2.40 -1.23
H -1.92 1.41 -4.72
H -3.91 0.13 1.95
H 2.64 2.29 4.10
B 0.38 -2.01 -0.89
H -0.74 4.96 2.58
H -4.66 0.30 -0.99
H 4.50 1.26 -0.47
H 0.50 -4.52 -0.19
B 0.04 -1.25 0.51
H -0.63 -2.56 -3.48
H -0.47 3.94 -1.81
H -2.93 -0.50 3.36
H 3.94 -0.46 1.71
C -0.36 -0.03 -0.71
C 0.27 3.86 -3.68
O -1.09 -2.23 2.06
O 0.88 -1.33 1.12
H 0.31 -0.01 -0.13
H 0.02 -0.53 0.38
H -0.11 0.12 0.64
C 2.04 -0.22 0.41
C -0.89 -2.18 1.86
O -0.58 -1.63 -0.19
C -2.18 -3.67 0.12
O 1.05 3.21 1.27
O 1.54 0.39 -1.07
F -0.33 5.40 -1.85
H -0.45 -0.44 0.29
H -0.29 -0.09 -0.97
H -0.04 -0.89 0.22
C 0.94 -0.49 -0.46
C -0.03 1.51 -2.61
O -0.04 -2.00 0.80
C -3.88 0.56 1.02
O -0.22 -0.64 -0.80
O 4.24 1.45 -1.13
F 0.01 -0.11 2.88
H -0.25 0.03 -0.89
H -0.79 -0.20 0.96
H -0.20 -0.18 0.09
C 1.07 0.76 -0.22
N 0.91 -0.83 -0.40
O 0.07 -0.58 0.45
O -1.87 1.31 0.25
H -0.28 0.10 0.14
H 0.23 -0.22 0.09
H -0.06 -0.67 -0.21

The value obtained for the LUMO energy (alpha / beta) is -4.44 / -4.03 eV. The value obtained for the HOMO-LUMO gap (alpha / beta) is 4.35 / 5.15 eV. The spin multiplicity is 2. For the total energy, the calculation gives -43824.3665 eV. The value obtained for the molecular weight is 581.10 g mol⁻¹.

This record from OMol25 describes C16H13AsF5O2PtS2Se as an isolated structure. The level of theory is ωB97M-V with the def2-TZVPD basis set.

Last column: Mulliken spin population.
Element x y z (Å)
Pt  -0.036919  0.717806  -0.232262  1.30
O  -1.587392  0.484827  2.652490  0.06
C  -0.689610  1.245939  2.351231  -0.02
O  0.467181  0.921513  1.831292  0.12
C  -0.864312  2.728819  2.530889  0.16
C  -0.991622  3.287207  3.782804  -0.04
C  -1.190005  4.658029  3.925082  0.16
C  -1.298693  5.488665  2.807962  -0.04
C  -1.195897  4.952646  1.548311  0.11
C  -0.953681  3.565301  1.382685  0.02
S  -0.807984  3.022973  -0.228338  0.88
H  -0.943095  2.650712  4.656045  0.00
H  -1.274836  5.082331  4.916605  0.01
H  -1.470615  6.548345  2.933816  0.00
H  -1.288030  5.576237  0.669200  -0.01
C  -1.346349  -2.280684  0.909469  0.02
As  -2.025706  -2.076129  -0.867303  0.03
C  -1.350172  -3.494590  -1.968897  0.01
C  -3.931940  -2.241920  -0.804114  0.01
S  -1.602301  -0.139552  -1.735645  0.15
H  -1.666936  -3.244450  1.305035  0.00
H  -1.717150  -1.461983  1.526971  -0.01
H  -0.259391  -2.240127  0.882028  -0.02
H  -1.835170  -4.424911  -1.676130  0.00
H  -0.274734  -3.574942  -1.825545  0.00
H  -1.572605  -3.271098  -3.010203  0.00
H  -4.200514  -3.225532  -0.421881  0.00
H  -4.331967  -2.107053  -1.807072  0.00
H  -4.315026  -1.464315  -0.146475  0.00
F  4.938313  -3.420103  -3.409002  0.01
C  4.351257  -2.406271  -2.809491  0.09
C  4.923711  -1.143408  -2.856116  -0.02
F  6.059101  -0.957671  -3.506971  0.00
C  4.294666  -0.091137  -2.220181  0.05
F  4.859474  1.105166  -2.280651  0.00
C  3.087694  -0.259016  -1.532320  0.00
Se  2.310586  1.249569  -0.733077  0.99
C  2.549112  -1.545073  -1.497427  0.00
F  1.414145  -1.794451  -0.832174  -0.01
C  3.158009  -2.605808  -2.127069  -0.02
F  2.609398  -3.815861  -2.083569  0.00

Atomic forces in eV per Å
Pt -0.04 0.06 -0.01
O 0.01 -0.02 0.06
C 0.25 -0.01 0.01
O -0.18 -0.07 0.03
C -0.11 0.04 -0.20
C -0.03 0.03 0.05
C 0.01 -0.01 -0.01
C 0.00 0.00 0.00
C 0.00 -0.04 0.03
C 0.04 -0.01 -0.03
S 0.07 0.01 0.09
H 0.00 -0.01 -0.01
H 0.00 0.00 0.00
H 0.00 0.00 0.00
H 0.00 0.00 0.00
C 0.04 0.01 0.00
As 0.01 0.00 0.05
C 0.01 0.01 -0.01
C -0.02 0.02 -0.01
S 0.03 0.00 -0.05
H -0.04 0.01 -0.03
H 0.00 -0.01 0.04
H 0.00 -0.01 0.01
H 0.02 -0.01 0.00
H 0.00 0.01 -0.02
H 0.00 0.00 0.01
H 0.01 0.00 0.01
H 0.00 0.00 0.01
H -0.02 -0.01 -0.01
F -0.01 0.01 0.00
C 0.02 -0.03 -0.02
C 0.02 -0.01 -0.01
F 0.00 0.00 0.00
C 0.02 0.01 -0.01
F -0.01 0.02 0.00
C 0.00 0.04 0.03
Se -0.04 -0.02 -0.06
C -0.05 0.00 0.02
F 0.03 0.01 -0.01
C -0.03 -0.05 0.00
F 0.02 0.02 0.00

The value obtained for the LUMO energy (alpha / beta) is -2.40 / -5.95 eV. The value obtained for the HOMO-LUMO gap (alpha / beta) is 8.94 / 6.11 eV. The relative energy (zero: lowest compared OMol25 entry of this formula, charge and spin) is 0.065 eV. The spin multiplicity is 5. For the total energy, the calculation gives -185578.6337 eV. Its charge is +1. The value obtained for the molecular weight is 745.36 g mol⁻¹.

This record from OMol25 describes one molecule with the formula C24H22ClNO2S. The level of theory is ωB97M-V with the def2-TZVPD basis set.

Last column: Löwdin charge in e.
Element x y z (Å)
Cl  0.406668  2.139168  -0.681883  0.75
C  -0.721790  0.836097  -0.386652  -0.65
S  -2.079404  1.444785  0.869268  0.72
C  -3.759704  1.749696  0.229722  -0.26
C  -4.237546  3.050431  0.069672  -0.05
C  -5.593164  3.256362  -0.202045  -0.07
C  -6.463973  2.169409  -0.313832  -0.07
C  -5.974532  0.873184  -0.150827  -0.07
C  -4.627456  0.661021  0.141307  -0.07
O  -2.259137  0.279074  1.718014  -0.33
O  -1.628071  2.697928  1.445466  -0.35
H  -1.391093  0.703329  -1.253905  0.09
H  -3.553407  3.890611  0.166642  0.12
H  -5.972709  4.269056  -0.320880  0.11
H  -7.518582  2.328610  -0.523968  0.11
H  -6.639341  0.015808  -0.240104  0.11
H  -4.250675  -0.342945  0.316846  0.11
C  -1.201690  -2.050396  -2.554388  -0.02
C  0.193485  -1.585666  -2.362416  -0.25
N  1.135521  -1.774468  -3.336758  0.12
C  2.337575  -1.174727  -2.962580  -0.19
C  2.122600  -0.564707  -1.690550  -0.15
C  3.182092  0.082779  -1.058613  -0.04
C  4.452377  0.006175  -1.631542  -0.09
C  4.662601  -0.640866  -2.861294  -0.10
C  3.592530  -1.224201  -3.552914  -0.03
C  0.765758  -0.874950  -1.303022  -0.14
C  0.011772  -0.454379  -0.060200  -0.27
C  0.890737  -0.469042  1.222974  -0.17
C  1.916237  -1.416718  1.309450  -0.04
C  2.786404  -1.436825  2.395649  -0.04
C  2.571509  -0.604540  3.492550  -0.29
C  3.507361  -0.672903  4.667099  -0.06
C  1.463594  0.246059  3.482466  -0.02
C  0.655258  0.327014  2.344098  -0.03
H  -1.690854  -2.215134  -1.584176  0.08
H  -1.780961  -1.290196  -3.110422  0.09
H  -1.231576  -2.994024  -3.123007  0.09
H  0.959450  -2.260190  -4.204608  0.16
H  2.984989  0.622381  -0.135909  0.10
H  5.296472  0.450137  -1.110790  0.10
H  5.671826  -0.681984  -3.280052  0.10
H  3.712135  -1.716882  -4.517415  0.11
H  -0.773430  -1.216277  0.083428  0.14
H  2.063442  -2.134095  0.507878  0.12
H  3.649821  -2.101628  2.385604  0.12
H  3.161175  -0.030787  5.486277  0.07
H  3.590249  -1.708159  5.036680  0.08
H  4.522818  -0.350188  4.386553  0.08
H  1.247629  0.857114  4.360368  0.11
H  -0.164973  1.030635  2.396763  0.07

Atomic forces in eV per Å
Cl -0.11 0.38 -0.13
C -1.65 0.89 -0.14
S 0.58 -0.24 1.25
C 0.11 -0.06 -0.23
C 0.12 -0.01 -0.16
C 0.08 -0.21 0.02
C 0.40 -0.01 0.03
C 0.15 0.03 0.02
C 0.03 0.01 -0.19
O -0.19 0.25 -0.39
O -0.39 -0.55 -0.51
H 0.67 -0.08 -0.03
H -0.13 -0.17 0.03
H 0.12 -0.19 0.04
H 0.19 0.00 0.04
H 0.12 0.21 0.06
H -0.07 0.17 0.00
C -0.36 -0.09 -0.07
C 0.80 0.73 1.19
N 0.48 0.23 -0.26
C -0.43 -0.09 0.82
C -0.23 -0.60 -0.69
C 0.49 0.04 -0.15
C -0.42 0.11 0.12
C -0.39 -0.21 -0.29
C 0.44 0.19 0.01
C -0.61 -0.24 -1.01
C -0.06 -0.77 0.75
C -0.37 -0.26 -0.14
C 0.21 0.12 0.12
C -0.35 0.03 -0.18
C -0.13 0.04 0.09
C 0.23 -0.05 0.23
C 0.33 -0.31 -0.44
C 0.15 0.26 0.27
H 0.09 0.03 -0.32
H 0.11 -0.35 0.19
H -0.05 0.31 0.20
H 0.14 0.13 0.23
H 0.32 -0.17 -0.11
H -0.12 0.01 -0.13
H -0.40 0.00 0.11
H 0.18 0.12 0.21
H 0.11 0.25 0.14
H 0.06 0.21 -0.02
H -0.25 0.01 0.04
H 0.11 -0.18 -0.15
H -0.04 0.37 -0.05
H -0.31 -0.06 0.08
H 0.02 -0.09 -0.30
H 0.25 -0.10 -0.15

The value obtained for the LUMO energy is 0.33 eV. The value obtained for the HOMO-LUMO gap is 8.08 eV. Its structure (SMILES) is Cc1ccc([C@H](c2c(C)[nH]c3ccccc23)[C@H](Cl)S(=O)(=O)c2ccccc2)cc1. The relative energy (zero: lowest compared OMol25 entry of this formula, charge and spin) is 0.000 eV. For the total energy, the calculation gives -54187.3867 eV. The value obtained for the molecular weight is 423.96 g mol⁻¹.

This record from OMol25 describes a 2-piece molecular cluster, C4H9N3O overall. The level of theory is ωB97M-V with the def2-TZVPD basis set.

Last column: Löwdin charge in e.
Element x y z (Å)
C  1.339328  -0.755274  -1.306357  -0.14
N  0.366252  0.258625  -0.981257  -0.05
C  -0.775469  -0.122297  -0.387009  -0.47
N  -0.954333  -1.395731  0.162701  0.13
C  -1.630715  0.900594  -0.036496  -0.12
C  1.703896  0.979188  1.337292  -0.15
O  -2.744815  0.626628  0.696058  0.01
N  0.892640  1.422307  0.496211  0.06
H  -3.162425  1.449031  0.974416  0.11
H  -0.641396  -2.164352  -0.410419  0.07
H  -1.878664  -1.546930  0.540112  0.08
H  -1.465671  1.904157  -0.392676  0.11
H  1.725427  -1.275032  -0.416601  0.07
H  0.906812  -1.521457  -1.962157  0.09
H  2.188185  -0.278831  -1.795513  0.08
H  2.564356  0.343454  1.074736  0.06
H  1.566593  1.175920  2.406959  0.06

Atomic forces in eV per Å
C 0.21 0.05 0.62
N 0.29 0.53 -0.62
C -0.49 0.46 0.64
N 0.05 -0.18 0.17
C 0.05 -0.54 -0.65
C 0.40 -0.60 -0.22
O 0.03 0.04 0.12
N -0.36 0.12 0.34
H 0.06 -0.12 -0.08
H -0.07 0.04 -0.01
H 0.05 -0.02 -0.07
H 0.05 -0.01 0.08
H -0.07 -0.07 0.00
H 0.04 0.19 -0.03
H -0.09 -0.09 -0.17
H -0.29 -0.23 0.02
H 0.15 0.40 -0.14

The value obtained for the LUMO energy (alpha / beta) is 0.62 / 0.34 eV. The value obtained for the HOMO-LUMO gap (alpha / beta) is 7.87 / 7.51 eV. The relative energy (zero: lowest compared OMol25 entry of this formula, charge and spin) is 5.142 eV. For the total energy, the calculation gives -10807.3198 eV. The value obtained for the molecular weight is 115.14 g mol⁻¹.

- Look up the molecular weight of the first one.
  581.10 g mol⁻¹

- What is the formula in the second record?
  C16H13AsF5O2PtS2Se

- Among the records above, which one has the lowest molecular weight?
  C4H9N3O

- Number 1 is which compound?
  C9H24B3F2NO10Tl